# C3H6N2O

C3H6N2O as an isolated structure (ωB97M-V with the def2-TZVPD basis set, OMol25).

Cartesian coordinates (Å):
N1 0.5067 0.7504 1.2735
C1 0.7033 -0.3605 0.5715
C2 -1.0696 -0.5505 -0.8348
O1 -1.9222 0.2815 -0.4394
C3 1.6737 -0.4001 -0.4956
N2 2.4623 -0.4234 -1.3448
H1 0.9752 1.5457 0.8305
H2 -0.7706 1.2197 1.1200
H3 0.4903 -1.3011 1.0722
H4 -0.4585 -0.3295 -1.7187
H5 -1.1698 -1.6039 -0.5440
H6 -1.4208 1.1718 0.5097

Output
Calculated total energy ... -8231.1093 eV
ΔE to the lowest compared entry with this formula, charge and spin ... 128.90 kcal per mole
Gap between HOMO and LUMO ... 9.26 eV

---

# C24H18N4O2Rb

C24H18N4O2Rb as an isolated structure (ωB97M-V with the def2-TZVPD basis set, OMol25).

Cartesian coordinates (Å):
Rb1 1.1841 0.7350 -0.5232
O1 3.7040 2.0978 2.9861
C1 3.1659 1.8346 1.9192
N1 2.0657 2.3600 1.3209
C2 1.3976 3.3681 1.9424
O2 1.6366 3.9334 2.9998
C3 0.1441 3.8596 1.1896
C4 -0.5841 4.8927 1.7769
C5 -1.7144 5.3734 1.1442
C6 -2.0963 4.8097 -0.0644
C7 -1.3214 3.7849 -0.5737
N2 -0.2264 3.3132 0.0272
C8 3.8456 0.6889 1.1440
C9 4.3755 -0.3555 1.9030
C10 5.0907 -1.3549 1.2736
C11 5.3049 -1.2632 -0.0955
C12 4.7506 -0.1927 -0.7692
N3 4.0127 0.7548 -0.1810
H1 -0.2326 5.2820 2.7214
H2 -2.2947 6.1743 1.5863
H3 -2.9744 5.1476 -0.5988
H4 -1.5930 3.3089 -1.5112
H5 4.2206 -0.3487 2.9725
H6 5.4885 -2.1881 1.8403
H7 5.8764 -2.0099 -0.6300
H8 4.8917 -0.0910 -1.8395
N4 -2.0162 0.1131 -1.1966
C13 -3.0303 -0.8306 -1.0928
C14 -4.3666 -0.4101 -1.1016
C15 -5.4154 -1.3035 -0.9951
C16 -5.1420 -2.6603 -0.8741
C17 -3.8193 -3.0822 -0.8688
C18 -2.7296 -2.2151 -0.9902
C19 -1.3174 -2.7428 -0.9628
C20 -1.1051 -4.1110 -1.1878
C21 0.1655 -4.6670 -1.1163
C22 1.2522 -3.8487 -0.8331
C23 1.0303 -2.4879 -0.6569
C24 -0.2263 -1.8728 -0.7199
H9 -2.2501 1.0060 -0.7885
H10 -1.1189 -0.3479 -0.8945
H11 -4.5645 0.6533 -1.1948
H12 -6.4380 -0.9434 -0.9967
H13 -5.9426 -3.3825 -0.7682
H14 -3.6341 -4.1411 -0.7342
H15 -1.9269 -4.7725 -1.4430
H16 0.3030 -5.7278 -1.2936
H17 2.2532 -4.2654 -0.7729
H18 1.9214 -1.8749 -0.4783

Output
Net charge ... -1
Calculated total energy ... -35892.4146 eV
ΔE to the lowest compared entry with this formula, charge and spin ... 0.00 kcal per mole
Gap between HOMO and LUMO ... 6.26 eV

---

# C31H64ClF4NO11SSi

A 3-piece molecular cluster, C31H64ClF4NO11SSi overall (ωB97M-V with the def2-TZVPD basis set, OMol25).

Cartesian coordinates (Å):
C1 -1.6859 -3.4692 -1.0625
C2 -2.0053 -2.1519 -1.7963
C3 -0.8133 -1.1932 -1.9066
C4 -0.2524 -0.6458 -0.5749
C5 -1.2425 -0.6767 0.6103
C6 0.6520 0.6519 -0.5903
O1 1.2663 0.6013 0.7146
C7 1.8499 0.5720 -1.6328
Cl1 1.1615 0.6456 -3.3217
C8 2.5474 -0.8033 -1.4958
O2 2.9079 -1.3887 -2.7314
C9 3.5859 -2.6140 -2.5558
C10 3.5251 -3.3928 -3.8763
C11 2.9603 1.6655 -1.6268
C12 3.5422 1.9702 -0.2362
Si1 4.5833 1.3271 -2.6958
C13 4.3352 0.8068 -4.4749
C14 5.8050 0.1923 -1.8195
C15 5.4774 2.9850 -2.8214
O3 2.5992 2.8985 -2.3160
S1 1.5643 3.8697 -1.5342
O4 1.2801 4.9321 -2.4585
O5 0.2462 2.8414 -1.7127
C16 -0.1261 2.0603 -0.5468
O6 0.2938 2.7841 0.5642
C17 -0.5152 2.9435 1.7089
C18 0.3128 3.5850 2.8171
N1 1.6258 2.9599 2.9555
C19 1.5401 1.7300 3.7191
C20 2.9151 1.0865 3.9791
C21 3.2166 -0.1198 3.0825
O7 3.9305 2.0795 3.8626
C22 -1.6646 2.1206 -0.7623
F1 -2.0066 1.3312 -1.8201
F2 -2.4239 1.7235 0.2811
C23 -2.1119 3.5971 -1.1167
F3 -2.2465 3.7322 -2.4616
F4 -3.3552 3.8064 -0.5561
H1 -0.6314 -3.7199 -1.1763
H2 -2.3070 -4.2644 -1.4685
H3 -1.9257 -3.3731 -0.0053
H4 -2.8661 -1.6431 -1.3673
H5 -2.2688 -2.4099 -2.8236
H6 -1.0680 -0.4273 -2.6258
H7 -0.0187 -1.7776 -2.3830
H8 0.4375 -1.4176 -0.2411
H9 -2.2725 -0.5419 0.2901
H10 -1.0482 0.0992 1.3434
H11 -1.2010 -1.6291 1.1305
H12 1.9045 -0.1147 0.7170
H13 3.4307 -0.7289 -0.8476
H14 1.9110 -1.5444 -1.0143
H15 3.1213 -3.2155 -1.7649
H16 4.6260 -2.4553 -2.2624
H17 2.8042 -2.9002 -4.5251
H18 3.2265 -4.4238 -3.7059
H19 4.4894 -3.3751 -4.3803
H20 2.8404 2.4244 0.4629
H21 4.4326 2.5921 -0.2975
H22 3.8505 1.0261 0.2191
H23 5.2004 1.1778 -5.0352
H24 3.4644 1.2790 -4.9254
H25 4.3081 -0.2687 -4.6381
H26 5.4951 -0.8496 -1.8630
H27 6.7298 0.2449 -2.4011
H28 6.0436 0.4916 -0.8020
H29 4.8445 3.7315 -3.2958
H30 5.8655 3.3408 -1.8695
H31 6.3256 2.8019 -3.4847
H32 -0.8651 1.9722 2.0679
H33 -1.4147 3.5483 1.5625
H34 -0.2797 3.5086 3.7390
H35 0.4434 4.6434 2.5873
H36 2.2138 3.6256 3.4376
H37 1.0764 1.9204 4.7000
H38 0.9061 1.0060 3.2072
H39 2.9176 0.7389 5.0169
H40 2.3082 -0.5970 2.7172
H41 3.8100 0.2064 2.2241
H42 3.8040 -0.8585 3.6276
H43 4.7388 1.6567 3.5811
H44 -1.4496 4.3524 -0.6978
C24 -8.3197 -1.8165 -1.4148
O8 -8.1288 -0.4177 -1.5046
C25 -6.8779 0.0148 -0.9918
C26 -5.8832 0.2942 -2.0946
O9 -5.5205 -0.8909 -2.7883
C27 -6.1664 -1.0298 -4.0401
H45 -9.2029 -2.0663 -2.0004
H46 -7.4632 -2.3671 -1.8118
H47 -8.4925 -2.1172 -0.3753
H48 -6.4711 -0.7258 -0.2959
H49 -7.0557 0.9398 -0.4347
H50 -4.9700 0.7043 -1.6505
H51 -6.2844 1.0386 -2.7882
H52 -5.7550 -0.3212 -4.7669
H53 -7.2449 -0.8752 -3.9565
H54 -5.9810 -2.0425 -4.3948
C28 -3.2377 -2.8740 4.9934
O10 -2.0784 -3.3978 5.6163
C29 -1.0377 -3.7032 4.7040
C30 0.0341 -2.6371 4.7022
O11 -0.4549 -1.4051 4.1951
C31 -0.7520 -0.4556 5.2045
H55 -3.8895 -2.4950 5.7786
H56 -2.9945 -2.0576 4.3088
H57 -3.7694 -3.6592 4.4454
H58 -1.4372 -3.8383 3.6940
H59 -0.5919 -4.6515 5.0203
H60 0.8519 -2.9584 4.0484
H61 0.4381 -2.5048 5.7105
H62 0.1751 -0.0604 5.6335
H63 -1.3680 -0.8810 5.9999
H64 -1.2980 0.3612 4.7338

Output
Calculated total energy ... -99297.8910 eV
Gap between HOMO and LUMO ... 9.31 eV

---

# C3H6O3S

C3H6O3S as an isolated structure (ωB97M-V with the def2-TZVPD basis set, OMol25).

Cartesian coordinates (Å):
C1 0.7361 0.0827 -0.9450
C2 1.9104 -0.4906 -0.2809
C3 2.9189 0.3665 0.1579
H1 -2.4270 1.3792 -0.1831
H2 0.2211 -0.6405 -2.0009
H3 0.8590 1.1170 -1.1231
H4 1.9029 -1.6314 -0.0591
H5 2.8824 1.4388 0.1810
H6 3.5912 -0.0807 0.6730
O1 -1.4180 1.3786 -0.1233
O2 -1.7254 -1.0007 -0.5346
O3 -0.3645 -0.2833 1.5150
S1 -0.7724 -0.1307 0.1290

Output
Calculated total energy ... -20183.0137 eV
ΔE to the lowest compared entry with this formula, charge and spin ... 44.09 kcal per mole
Gap between HOMO and LUMO ... 10.58 eV